one) This record from the Open Molecules 2025 dataset describes a cluster of 2 separate species, C6H11N2 in total. The level of theory is ωB97M-V with the def2-TZVPD basis set.

The geometry in ORCA input format:
```
! RIJCOSX wB97M-V def2-TZVPD def2/J DEFGRID3
* xyz 1 1
C -1.479 -1.548 1.237
C -0.159 -0.948 -0.846
C -1.235 -0.652 -0.021
C 1.391 1.588 -0.645
C -1.981 -2.847 1.574
C 1.492 2.633 -1.674
N -1.006 -0.437 1.462
N 1.943 1.756 0.500
H 0.736 -1.392 -0.451
H -0.233 -0.807 -1.909
H -2.106 -0.157 -0.430
H -2.647 -2.757 2.434
H -1.154 -3.507 1.850
H -2.518 -3.304 0.744
H 2.538 2.749 -1.966
H 1.157 3.588 -1.272
H 0.916 2.394 -2.563
H 2.474 2.596 0.752
H 1.870 1.052 1.224
*
```

Computed properties:
* HOMO-LUMO gap (alpha / beta): 6.68 / 6.68 eV
* LUMO (alpha / beta): -0.192 / -0.192 Eh
* highest occupied orbital energy (alpha / beta): -11.9 / -11.9 eV


two) This record from the Open Molecules 2025 dataset describes a cluster of 2 separate species, C6H11N2 in total. The level of theory is ωB97M-V with the def2-TZVPD basis set.

The geometry in ORCA input format:
```
! RIJCOSX wB97M-V def2-TZVPD def2/J DEFGRID3
* xyz 1 1
C -2.660 0.410 0.365
C -2.401 -0.786 0.032
C 0.903 -0.745 -1.217
C 1.634 0.577 -1.713
C -0.167 0.278 -0.767
C 0.578 -0.217 2.183
N 0.586 1.319 -1.059
N -1.350 0.163 -0.253
H -3.155 1.126 1.036
H 0.980 -0.130 3.245
H -2.698 -1.842 -0.150
H 0.620 -1.393 -2.009
H 1.311 -1.211 -0.308
H 2.562 0.509 -1.208
H 1.870 0.644 -2.712
H 0.414 0.696 1.669
H -0.460 -0.618 2.278
H 0.959 -1.046 1.664
H 0.473 2.269 -1.075
*
```

Computed properties:
* HOMO-LUMO gap: 9.83 eV
* LUMO: -0.126 Eh
* highest occupied orbital energy: -13.3 eV


Relative energies in hartree: one) 0.0000; two) 0.0159